34
Properties=species:S:1:pos:R:3:nbo_charge:R:1 method="wB97M-V/def2-TZVPD" e_above_lowest_kj_mol=302.9 e_tot_ev=-19261.317 e_homo_ev=-5.8 total_charge=0 homo_lumo_gap_ev=4.43 e_lumo_ev=-1.36
C -2.665 -1.769 1.793 -0.412
C -3.417 -0.724 0.961 -0.419
C -2.411 0.369 0.604 -0.238
N -1.102 -0.200 0.935 -0.276
C 0.000 0.440 0.625 0.305
C 1.315 -0.123 0.761 -0.181
C 1.642 -1.396 0.233 -0.094
C 2.905 -1.932 0.455 -0.232
C 3.861 -1.196 1.175 -0.165
C 3.562 0.085 1.668 -0.213
C 2.302 0.626 1.447 -0.141
C -1.180 -1.559 1.481 -0.235
H -2.833 -1.605 2.858 0.214
H -2.976 -2.794 1.576 0.233
H -3.776 -1.175 0.036 0.224
H -4.273 -0.315 1.499 0.233
H -2.440 0.653 -0.460 0.265
H -2.569 1.283 1.195 0.220
H -0.093 1.472 0.257 0.284
H 0.889 -1.948 -0.333 0.210
H 3.144 -2.926 0.065 0.229
H 4.852 -1.610 1.336 0.225
H 4.311 0.668 2.212 0.230
H 2.023 1.610 1.821 0.223
H -0.523 -1.692 2.353 0.236
H -0.859 -2.289 0.723 0.219
N -0.216 1.776 -4.545 -0.532
C 0.264 2.986 -4.124 -0.150
C 0.345 2.949 -2.696 -0.176
N -0.092 1.729 -2.265 -0.636
C -0.426 1.031 -3.407 0.048
H 0.542 3.813 -4.768 0.181
H 0.707 3.747 -2.060 0.170
H -0.811 0.016 -3.412 0.153

***

21
Properties=species:S:1:pos:R:3:nbo_charge:R:1 method="wB97M-V/def2-TZVPD" e_above_lowest_kj_mol=68.0 e_tot_ev=-8391.914 e_homo_ev=-8.3 smiles=CC[C@@H](C)NCN total_charge=0 homo_lumo_gap_ev=9.41 e_lumo_ev=1.08
C 2.316 0.403 -1.578 -0.612
C 1.241 -0.521 -1.026 -0.398
C 0.224 0.216 -0.161 -0.023
C -0.592 1.276 -0.904 -0.623
N -0.635 -0.736 0.509 -0.643
C -1.665 -0.355 1.455 -0.036
N -1.912 -1.483 2.345 -0.818
H 3.164 -0.144 -1.988 0.214
H 2.698 1.100 -0.826 0.203
H 1.981 1.030 -2.408 0.203
H 1.721 -1.248 -0.367 0.194
H 0.717 -1.029 -1.835 0.210
H 0.808 0.799 0.593 0.138
H -1.164 0.856 -1.741 0.205
H 0.123 1.952 -1.367 0.212
H -1.322 1.732 -0.248 0.210
H -0.037 -1.481 0.846 0.357
H -2.559 -0.130 0.876 0.174
H -1.319 0.554 1.986 0.125
H -1.091 -1.595 2.927 0.349
H -2.698 -1.194 2.912 0.359

***

47
Properties=species:S:1:pos:R:3:lowdin_spin:R:1 method="wB97M-V/def2-TZVPD" s_squared=3.8089 spin_multiplicity=4 e_tot_ev=-44320.113 e_homo_ev="-18.3 / -18.3" total_charge=+3 homo_lumo_gap_ev="5.85 / 5.07" e_lumo_ev="-12.50 / -13.26"
Tc -0.614 0.013 0.420 2.360
C -2.794 1.856 -1.756 0.005
C -2.254 0.608 -2.339 0.014
C -2.686 0.240 -3.624 0.002
C -2.180 -0.886 -4.236 0.011
C -1.193 -1.608 -3.576 0.003
C -0.780 -1.187 -2.313 0.007
N -1.350 -0.130 -1.679 0.027
C 0.313 -1.834 -1.599 0.010
C 0.947 -2.994 -2.038 0.000
C 1.952 -3.552 -1.264 0.011
C 2.288 -2.957 -0.056 0.000
C 1.624 -1.797 0.345 0.010
N 0.662 -1.239 -0.431 -0.011
C 1.864 -1.121 1.617 0.007
C 2.873 -1.523 2.489 0.003
C 3.094 -0.789 3.646 0.011
C 2.342 0.345 3.857 0.002
C 1.330 0.710 2.952 0.014
C 0.616 1.986 3.202 0.005
N 1.060 -0.056 1.882 0.028
H -3.564 2.280 -2.397 0.000
H -1.982 2.580 -1.685 0.002
H -3.221 1.686 -0.771 0.000
H -3.412 0.857 -4.131 0.000
H -2.519 -1.186 -5.218 0.000
H -0.742 -2.458 -4.062 0.000
H 0.657 -3.457 -2.967 0.000
H 2.460 -4.446 -1.596 0.000
H 3.056 -3.395 0.561 0.000
H 3.498 -2.374 2.271 0.000
H 3.862 -1.084 4.346 0.000
H 2.539 0.973 4.713 0.000
H 1.012 2.467 4.095 0.000
H -0.452 1.838 3.350 0.000
H 0.778 2.659 2.359 0.002
F -2.416 0.714 1.690 0.035
C -2.082 2.024 1.393 0.052
C -0.934 2.070 0.588 0.057
C -0.478 3.351 0.244 0.070
F 0.616 3.465 -0.488 0.027
C -1.164 4.505 0.671 -0.001
F -0.715 5.690 0.350 -0.007
C -2.327 4.392 1.460 0.155
F -2.964 5.454 1.853 0.066
C -2.792 3.110 1.858 0.022
F -3.823 2.980 2.650 0.000

***

73
Properties=species:S:1:pos:R:3:lowdin_charge:R:1 method="wB97M-V/def2-TZVPD" e_above_lowest_kj_mol=286.3 e_tot_ev=-72927.737 e_homo_ev=0.0 total_charge=-2 homo_lumo_gap_ev=4.22 e_lumo_ev=4.19
Sr 12.618 12.264 9.709 1.225
C 8.059 12.611 6.204 -0.077
C 7.808 13.962 5.920 -0.092
C 8.856 14.872 5.961 -0.040
C 10.143 14.413 6.294 -0.211
N 10.412 13.124 6.530 0.149
C 9.364 12.233 6.474 -0.116
C 11.313 15.383 6.563 -0.252
C 11.649 16.296 5.617 -0.052
C 12.782 17.114 5.836 -0.076
C 13.500 16.960 7.020 -0.062
C 13.031 16.025 7.964 -0.147
N 11.966 15.239 7.721 0.124
H 7.267 11.855 6.133 0.099
H 6.839 14.311 5.685 0.079
H 8.637 15.925 5.719 0.109
H 9.616 11.176 6.639 0.108
H 11.077 16.361 4.656 0.118
H 13.168 17.819 5.096 0.094
H 14.386 17.535 7.162 0.088
H 13.568 15.839 8.877 0.085
Cl 8.997 6.158 11.116 0.552
C 9.403 7.724 10.430 -0.679
C 8.336 8.729 10.468 -0.109
C 8.647 9.922 9.942 -0.044
C 9.935 10.221 9.370 -0.401
O 10.175 11.404 9.087 -0.137
C 10.915 9.102 9.273 -0.123
C 12.151 9.208 8.470 -0.183
O 12.597 10.301 8.076 -0.146
C 10.585 7.878 9.833 -0.133
H 7.344 8.414 10.881 0.103
H 7.951 10.773 9.941 0.115
H 12.682 8.242 8.327 0.126
H 11.267 7.045 9.837 0.107
C 6.445 15.595 10.840 -0.123
C 7.183 16.773 10.642 -0.129
C 8.499 17.057 11.065 -0.036
C 9.107 16.055 11.832 -0.269
C 8.311 14.958 12.270 -0.034
C 7.048 14.646 11.695 -0.098
N 10.481 16.118 12.126 0.005
N 11.232 15.268 11.614 0.094
C 12.641 15.437 11.975 -0.313
C 13.052 16.563 12.827 -0.080
C 14.313 16.990 12.552 -0.146
C 15.243 16.043 12.053 -0.139
C 14.810 14.805 11.813 -0.224
C 13.543 14.545 11.403 -0.125
H 5.532 15.405 10.293 0.083
H 6.637 17.547 10.047 0.095
H 9.004 17.887 10.601 0.097
H 8.756 14.099 12.860 0.119
H 6.518 13.723 11.963 0.094
H 12.390 17.155 13.451 0.074
H 14.679 17.911 13.036 0.085
H 16.307 16.227 11.977 0.086
H 15.501 13.978 11.683 0.091
O 13.234 10.827 11.501 -0.754
C 17.183 11.485 8.512 -0.131
N 16.464 11.150 7.427 -0.117
C 15.383 11.725 6.910 -0.882
S 14.599 13.157 7.516 0.449
N 14.769 10.946 5.930 -0.149
C 15.022 11.431 4.587 -0.159
H 18.142 11.001 8.497 -0.015
H 13.486 11.170 12.531 -0.013
H 16.939 12.441 8.921 -0.026
H 16.634 10.238 7.011 0.136
H 13.790 10.794 6.145 0.069
H 16.096 11.404 4.436 0.061
H 14.724 12.493 4.542 0.057
H 14.530 10.826 3.804 0.067

***

21
Properties=species:S:1:pos:R:3:lowdin_spin:R:1 method="wB97M-V/def2-TZVPD" e_above_lowest_kj_mol=131.1 s_squared=2.0133 spin_multiplicity=3 e_tot_ev=-20244.913 e_homo_ev="-3.2 / -9.3" total_charge=0 homo_lumo_gap_ev="4.04 / 5.12" e_lumo_ev="0.82 / -4.20"
C 2.235 0.761 0.106 0.083
C -2.141 -0.550 1.207 0.046
C -0.798 1.600 -0.614 0.079
C -0.646 -0.447 1.022 0.051
C 1.136 -0.087 -0.815 0.230
N -0.397 0.138 -0.366 0.097
O 3.089 -0.066 0.466 0.156
O 2.011 1.942 0.340 0.434
P 1.928 -1.763 -0.466 0.288
H -2.810 -1.147 0.444 0.029
H -2.306 -1.039 2.222 0.006
H -2.573 0.440 1.180 0.002
H -0.637 2.039 0.265 0.005
H -0.104 2.135 -1.211 0.017
H -1.704 1.517 -1.219 0.042
H -0.160 -1.381 1.123 0.017
H -0.361 0.319 1.825 0.002
H 1.199 0.169 -1.814 0.064
H -0.912 -0.515 -0.919 0.146
H 1.024 -2.480 -1.503 0.176
H 2.929 -1.584 -1.273 0.029

***

14
Properties=species:S:1:pos:R:3:nbo_charge:R:1 method="wB97M-V/def2-TZVPD" e_above_lowest_kj_mol=524.4 e_tot_ev=-58413.127 e_homo_ev=-8.2 total_charge=0 homo_lumo_gap_ev=6.20 e_lumo_ev=-2.00
C -0.932 -0.693 -0.553 -0.820
C 1.324 1.406 -0.029 -0.996
Si 0.080 0.207 0.773 1.108
Si -3.712 0.472 0.156 0.450
I 2.694 2.057 1.555 0.141
I 0.575 2.977 -1.259 0.166
I -5.399 0.117 -1.594 -0.122
I -3.365 2.801 0.854 -0.135
I -4.329 -0.837 2.211 -0.171
H -1.333 -1.744 -0.146 0.241
H -0.805 -0.532 -1.542 0.179
H 2.007 1.031 -0.806 0.251
H -0.919 0.606 1.879 -0.123
H 0.822 -0.897 1.299 -0.170

***

59
Properties=species:S:1:pos:R:3:nbo_charge:R:1 method="wB97M-V/def2-TZVPD" e_above_lowest_kj_mol=0.0 e_tot_ev=-124129.457 e_homo_ev=-1.8 total_charge=-2 homo_lumo_gap_ev=5.60 e_lumo_ev=3.82
Ag 0.004 0.062 0.370 0.856
C -1.067 3.506 0.219 -1.123
Si -0.279 2.724 -1.299 1.715
C -0.661 3.922 -2.730 -1.127
C 1.583 2.873 -1.093 -1.120
C -0.856 1.021 -1.667 -1.480
C 0.058 0.240 -2.515 0.268
C -0.261 -0.192 -3.824 -0.302
C 0.592 -1.021 -4.521 -0.174
C 1.803 -1.398 -3.951 -0.341
C 2.084 -0.888 -2.693 0.064
N 1.262 -0.110 -2.003 -0.501
Si -2.639 0.619 -1.786 1.730
C -3.557 1.399 -3.264 -1.125
C -3.611 1.180 -0.282 -1.134
C -2.914 -1.235 -1.970 -1.131
H -0.587 4.474 0.398 0.218
H -0.921 2.886 1.106 0.247
H -2.138 3.680 0.102 0.220
H -0.202 4.905 -2.579 0.211
H -1.738 4.067 -2.851 0.214
H -0.278 3.506 -3.667 0.219
H 1.823 3.933 -0.953 0.210
H 2.114 2.512 -1.977 0.227
H 1.953 2.312 -0.235 0.252
H -1.192 0.129 -4.272 0.205
H 0.316 -1.371 -5.511 0.191
H 2.499 -2.056 -4.454 0.196
H 3.022 -1.129 -2.199 0.177
H -3.470 2.488 -3.257 0.218
H -4.622 1.143 -3.220 0.211
H -3.171 1.044 -4.223 0.209
H -3.706 2.266 -0.228 0.215
H -3.140 0.816 0.633 0.277
H -4.623 0.764 -0.335 0.214
H -2.615 -1.602 -2.955 0.219
H -3.976 -1.465 -1.835 0.215
H -2.336 -1.784 -1.222 0.261
Br -6.079 -3.561 4.157 -0.009
C -4.593 -3.914 3.011 -0.088
C -4.393 -5.208 2.558 -0.271
C -3.311 -5.455 1.724 -0.221
C -2.454 -4.426 1.358 -0.180
C -2.671 -3.135 1.822 -0.129
C -3.753 -2.876 2.656 -0.168
C -1.740 -1.991 1.412 0.749
O -0.791 -2.302 0.654 -0.771
O -2.015 -0.859 1.853 -0.746
H -5.068 -6.001 2.852 0.209
H -3.141 -6.460 1.357 0.199
H -1.604 -4.589 0.709 0.242
H -3.903 -1.861 2.997 0.248
N 1.552 0.738 1.951 -0.501
C 2.174 1.332 2.724 0.388
C 2.965 2.028 3.658 -0.616
C 4.368 2.047 3.508 0.330
N 5.520 2.068 3.400 -0.450
C 2.371 2.693 4.752 0.328
N 1.907 3.242 5.659 -0.444

***

20
Properties=species:S:1:pos:R:3:nbo_charge:R:1 method="wB97M-V/def2-TZVPD" e_above_lowest_kj_mol=346.4 e_tot_ev=-15939.948 e_homo_ev="-8.9 / -8.9" smiles="CCO/C(N)=C(/C#N)N=O.O" total_charge=0 homo_lumo_gap_ev="8.58 / 8.58" e_lumo_ev="-0.29 / -0.29"
C 1.823 -1.128 2.361 -0.635
C 0.897 -1.466 1.211 -0.090
O -0.035 -0.366 1.244 -0.459
C -0.507 0.037 0.114 0.669
N -0.758 1.395 0.123 -0.766
C -0.851 -0.727 -0.978 -0.294
C -0.698 -0.066 -2.231 0.278
N -0.339 0.364 -3.223 -0.358
N -1.277 -1.987 -1.057 0.099
O -1.655 -2.512 0.024 -0.415
H 2.150 -0.110 2.003 0.206
H 1.378 -0.709 3.324 0.231
H 2.647 -1.764 2.526 0.228
H 0.223 -2.361 1.290 0.228
H 1.474 -1.474 0.269 0.197
H -0.391 1.953 0.930 0.426
H -1.244 1.712 -0.687 0.442
O -1.103 3.211 -2.039 -0.955
H -1.556 3.082 -2.897 0.486
H -0.181 2.914 -2.309 0.484

***

13
Properties=species:S:1:pos:R:3:nbo_charge:R:1 method="wB97M-V/def2-TZVPD" e_above_lowest_kj_mol=151.6 e_tot_ev=-77719.037 e_homo_ev=-9.5 smiles=Cn1ccnn1.Br total_charge=0 homo_lumo_gap_ev=10.19 e_lumo_ev=0.65
C -0.414 0.820 -0.260 -0.422
N 0.866 0.183 -0.113 -0.191
C 1.405 -0.815 -0.788 -0.083
C 2.465 -1.269 0.003 -0.138
N 2.486 -0.443 1.095 -0.220
N 1.567 0.383 0.980 -0.067
H -0.350 1.966 -0.401 0.221
H -0.807 0.291 -1.178 0.221
H -1.063 0.812 0.731 0.241
H 1.191 -1.050 -1.874 0.229
H 3.078 -2.067 -0.128 0.208
Br -4.762 0.959 0.612 -0.191
H -5.662 0.232 1.322 0.192

***

16
Properties=species:S:1:pos:R:3:nbo_charge:R:1 method="wB97M-V/def2-TZVPD" e_above_lowest_kj_mol=125.3 e_tot_ev=-28000.821 e_homo_ev=-8.4 smiles=CCSS.O.O total_charge=0 homo_lumo_gap_ev=9.05 e_lumo_ev=0.66
C 0.391 0.805 1.252 -0.650
C 1.636 0.041 0.872 -0.508
S 2.482 -0.749 2.337 0.072
S 4.157 -1.435 1.493 -0.123
H 0.276 1.416 2.153 0.223
H -0.287 0.015 1.590 0.218
H -0.018 1.483 0.490 0.223
H 2.327 0.739 0.318 0.207
H 1.330 -0.782 0.220 0.221
H 4.552 -0.281 0.935 0.116
O -3.806 1.486 1.523 -0.911
H -3.422 2.149 0.978 0.456
H -4.163 2.113 2.108 0.456
O -1.475 -2.371 -5.215 -0.933
H -1.790 -1.601 -5.681 0.465
H -2.191 -3.029 -5.372 0.468

***

14
Properties=species:S:1:pos:R:3:nbo_charge:R:1 method="wB97M-V/def2-TZVPD" e_above_lowest_kj_mol=512.5 e_tot_ev=-7450.800 e_homo_ev=-9.1 total_charge=0 homo_lumo_gap_ev=9.95 e_lumo_ev=0.82
B -0.649 0.702 0.635 0.345
C 1.131 -0.772 0.051 -0.255
C -1.717 0.201 -0.408 -0.331
C 0.853 0.782 0.333 -0.716
N -0.151 -1.499 0.118 -0.316
O -1.213 -0.770 0.548 -0.287
H -1.302 1.308 1.360 -0.035
H 1.556 1.175 1.115 0.226
H 1.482 -0.960 -0.993 0.207
H 1.717 -1.034 0.977 0.212
H -2.764 0.352 -0.286 0.202
H -1.561 -0.191 -1.464 0.172
H 1.042 1.526 -0.488 0.237
H -0.247 -1.809 -0.792 0.338

***

10
Properties=species:S:1:pos:R:3:nbo_charge:R:1 method="wB97M-V/def2-TZVPD" e_above_lowest_kj_mol=10.4 e_tot_ev=-14343.874 e_homo_ev=-4.5 total_charge=-1 homo_lumo_gap_ev=7.92 e_lumo_ev=3.45
I -26.252 -23.129 10.985 -0.948
O -26.031 -24.663 7.711 -0.978
H -26.958 -24.455 7.561 0.458
H -25.827 -24.197 8.551 0.500
O -23.984 -24.280 13.604 -0.971
H -24.332 -23.516 14.074 0.463
H -24.226 -24.100 12.678 0.497
O -27.236 -20.004 9.426 -0.977
H -26.782 -20.823 9.728 0.501
H -28.042 -20.329 9.015 0.455